1.
A molecular structure, C22H28BaN2O3S at a distorted geometry. Source: the OMol25 dataset; level of theory: ωB97M-V/def2-TZVPD.

- Charge: 0

Each line ends with the Mulliken charge.
Atoms and positions in Å:
N1 -0.39481 -2.52001 -2.21225  0.090
C1 -0.59695 2.99883 -2.66990  -0.840
C2 3.91843 -4.23542 -3.73121  -0.778
H1 -1.95128 -2.84541 -3.59687  0.466
C3 2.65953 -2.71632 -1.68697  0.453
H2 -2.39343 -3.11177 -1.91416  0.233
S1 0.14936 0.13241 3.03226  0.572
C4 0.14507 -0.23001 4.78764  -0.828
O1 -0.12615 -1.18052 2.25656  -0.887
C5 -1.51927 3.89936 -3.17863  -0.396
H3 -3.33718 0.82777 0.15886  0.637
C6 1.10781 0.66910 5.56250  -0.102
C7 0.44054 -3.09373 -2.97743  -0.500
C8 -2.40772 -1.03373 -2.48953  -0.310
H4 4.40439 -4.81017 -4.50713  0.387
H5 -1.73144 -0.31609 -2.96043  0.205
H6 4.60876 -2.59021 -0.82536  0.388
C9 -0.23672 3.22123 2.07592  -0.876
H7 -2.11243 0.62429 3.52756  0.527
H8 -0.53910 2.98412 1.05163  0.096
H9 5.71046 -3.90549 -2.59015  0.350
H10 -3.33367 -1.02378 -3.06929  0.367
N2 -2.84175 -0.62567 -1.11584  -0.489
C10 2.56171 0.29267 5.33525  -1.230
H11 -4.36291 2.60479 -1.89417  0.405
C11 -1.17013 2.57904 3.09056  -0.524
H12 2.78372 -0.68799 5.76070  0.322
H13 -1.17178 4.71053 -3.80926  0.372
C12 -1.36887 1.07927 2.87073  0.036
C13 -2.87909 3.78339 -2.89236  -0.616
C14 -2.39537 1.79575 -1.60523  0.735
O2 -0.17620 1.09572 -1.28597  -0.656
H14 -2.16308 3.02896 3.01950  0.392
H15 -0.84270 2.76711 4.11663  0.277
H16 0.46569 -1.27489 4.82079  0.425
H17 -0.24150 4.30590 2.18203  0.386
C15 -1.01135 1.95103 -1.83509  0.300
H18 3.24297 1.01394 5.78609  0.375
H19 -0.88421 -0.18208 5.14539  0.383
H20 0.83823 0.58769 6.61736  0.365
C16 -1.82129 -2.45960 -2.57831  -0.888
H21 1.95942 -4.36709 -4.59375  0.304
C17 4.64281 -3.72557 -2.65597  -0.272
C18 4.03852 -2.98554 -1.65573  -0.681
C19 1.91284 -3.24348 -2.78051  0.482
H22 0.45929 3.09935 -2.88579  0.416
H23 -1.68931 0.89342 1.84229  -0.415
Ba1 0.15364 -0.90225 -0.18053  1.892
H24 0.94052 1.71781 5.30247  0.115
H25 2.80925 0.24548 4.27205  0.316
C20 -2.88376 0.61183 -0.81523  -0.860
H26 0.07516 -3.57398 -3.89707  0.118
H27 0.79801 2.89211 2.18330  0.311
C21 -3.30401 2.72255 -2.10457  -0.525
C22 2.55809 -3.98388 -3.77321  -0.530
O3 2.09255 -2.00826 -0.74261  -0.676
H28 -3.58934 4.49751 -3.28757  0.383

Atoms 1-2, force components in eV/Å:
-0.616 0.161 0.109
-0.136 0.299 0.024

2.
A molecular structure, C5H8N2O at a distorted geometry. Source: the OMol25 dataset; level of theory: ωB97M-V/def2-TZVPD.

- Charge: 0

Each line ends with the natural charge from an NBO analysis.
Atoms and positions in Å:
H1 0.63420 -2.21059 1.07444  0.354
O1 -1.30396 -0.29078 1.63839  -0.690
H2 0.01094 2.03269 1.50946  0.237
H3 0.25475 1.91986 -1.94532  0.227
H4 -2.09587 1.04201 -0.73399  0.215
N1 1.02665 -1.87084 0.21501  -0.669
H5 -1.43034 -0.47201 -1.36217  0.215
C1 -1.16968 0.42776 -0.81538  -0.469
H6 1.61167 1.19711 0.97196  0.232
H7 -2.24565 -0.83678 1.16958  0.468
C2 0.14547 1.16394 -1.01233  -0.018
H8 1.41215 -0.48678 -2.25667  0.430
N2 1.11852 -0.00839 -1.28547  -0.702
C3 0.40317 1.34151 0.74042  -0.413
C4 0.64257 -0.77524 -0.07999  0.434
C5 -0.47757 0.05792 0.49375  0.147

Atoms 1-2, force components in eV/Å:
-0.420 -0.261 0.406
-2.978 -2.982 -3.417

3.
A molecular structure, C11H27Br3HfO5 at a distorted geometry. Source: the OMol25 dataset; level of theory: ωB97M-V/def2-TZVPD.

- Charge: 0

Each line ends with the natural charge from an NBO analysis.
Atoms and positions in Å:
C1 2.72634 -0.80841 -1.67561  -0.248
C2 -0.01073 -3.34534 0.84289  -0.613
O1 -0.79350 0.80863 -1.96119  -0.582
C3 1.27934 3.62921 2.39515  -0.250
H1 0.31238 0.00524 3.56090  0.224
H2 1.96842 0.58734 -3.81398  0.201
C4 -0.04807 1.11105 -3.12644  -0.091
H3 0.59045 4.44849 2.59961  0.189
H4 0.87068 -0.77898 -3.47157  0.176
H5 1.91407 3.83100 1.53961  0.239
C5 -0.54908 -2.42861 -0.25328  0.129
C6 -0.54723 0.62002 3.29580  -0.087
H6 0.24438 2.15991 -3.15124  0.233
H7 -0.41317 -2.30975 -2.44391  0.193
C7 -0.28317 2.09993 3.25861  -0.081
H8 1.06490 -3.48176 0.71351  0.209
H9 -1.63479 -2.34021 -0.06052  0.137
H10 -2.16555 -1.44323 2.28428  0.190
H11 1.98056 3.49553 3.22633  0.185
H12 -2.57677 0.11396 -1.27919  0.216
H13 0.15723 2.37331 4.22511  0.195
H14 2.74907 -1.19209 -0.66480  0.240
O2 -0.95431 0.23731 1.98774  -0.590
H15 -1.21994 2.66039 3.17941  0.205
H16 -2.49556 -0.45346 0.86447  0.211
O3 1.65028 0.11663 -1.81673  -0.577
H17 2.63502 -1.58670 -2.43861  0.175
Hf1 0.39144 0.99023 0.14110  1.860
O4 0.56956 2.41353 2.18739  -0.579
C8 1.18337 0.22241 -3.14822  -0.073
H18 -0.89416 -3.87888 -1.83387  0.212
C9 -2.21491 -0.41897 1.91359  -0.230
H19 -0.60529 0.93040 -4.04816  0.196
H20 -1.84848 -0.84937 -2.58487  0.184
H21 -0.44461 -4.35114 0.77350  0.199
H22 -2.95325 0.18505 2.44117  0.195
Br1 -1.93335 2.67939 0.18988  -0.550
H23 -2.65073 0.73365 -2.91095  0.197
Br2 2.65233 0.20431 1.66499  -0.520
C10 -0.26099 -3.01386 -1.62566  -0.625
H24 -1.31542 0.49666 4.06405  0.198
O5 -0.02908 -1.15379 -0.06223  -0.946
H25 3.66745 -0.30237 -1.91756  0.190
H26 -0.27112 -2.97842 1.83417  0.206
Br3 1.75731 3.14265 -1.04042  -0.513
C11 -2.03392 0.16015 -2.21960  -0.235
H27 0.78258 -3.34103 -1.63464  0.205

Atoms 1-2, force components in eV/Å:
0.571 0.197 -0.774
-0.178 -0.701 -0.303

4.
10 unconnected molecules or ions with the total composition C32H86N2O10 at a distorted geometry. Source: the OMol25 dataset; level of theory: ωB97M-V/def2-TZVPD.

- Charge: 0
- Structure (SMILES): COC[C@H](C)N.COC[C@H](C)N.CC(C)O.CC(C)O.CC(C)O.CC(C)O.CC(C)O.CC(C)O.CC(C)O.CC(C)O

Each line ends with the Mulliken charge.
Atoms and positions in Å:
H1 7.69015 9.30060 10.83392  0.281
H2 11.41710 9.10643 11.60982  0.052
H3 15.14905 15.75861 14.22475  0.508
H4 9.70869 15.57250 12.25179  0.347
C1 9.40622 8.30181 11.75556  0.281
H5 12.70689 13.07799 15.06110  -0.119
C2 13.62688 12.94656 10.71493  0.671
O1 12.83668 14.11551 10.83095  -0.071
H6 18.91981 12.41656 16.23014  0.472
N1 16.87446 17.72841 18.39649  -0.658
C3 14.84305 12.91405 11.62474  -0.863
H7 16.84545 11.98918 16.15902  0.166
C4 11.94974 10.48040 14.48701  -1.716
H8 10.04397 16.66386 14.47672  0.351
C5 13.30531 12.29962 15.49728  -0.648
C6 14.76702 9.97768 8.74358  2.035
C7 17.97918 11.00890 14.92799  0.458
H9 12.77985 12.05262 16.45253  0.402
H10 15.22002 16.99899 7.46587  0.475
H11 15.00679 10.49846 15.23642  0.341
H12 16.64748 10.15194 13.52352  0.421
C8 13.59028 18.35216 9.42796  -1.500
H13 15.46213 13.77714 11.46664  0.102
C9 18.78955 13.98124 11.69106  0.487
H14 12.59736 17.92049 9.15561  0.274
H15 12.30115 14.80970 12.65535  0.201
H16 15.13684 7.99646 9.34241  0.491
H17 16.44977 14.68790 13.66132  -0.183
O2 19.22457 15.29789 12.02799  -0.413
H18 19.51731 11.76198 9.97463  0.228
H19 9.59821 7.89302 12.77005  0.263
H20 8.42723 12.24907 8.45601  0.359
H21 13.93310 8.73737 10.32594  0.248
O3 14.26212 16.41543 10.56152  -0.392
H22 10.17265 9.78975 10.36885  0.383
H23 13.94855 12.86195 9.65337  0.247
H24 7.57646 13.31048 9.59763  0.445
H25 10.75316 13.65400 14.40416  -0.202
H26 17.94131 16.12487 17.75987  0.330
C10 14.76392 16.47859 8.30467  -1.079
O4 8.34031 14.80972 7.43180  -0.602
C11 9.23506 14.22402 8.39715  0.794
H27 11.23991 13.53247 8.28370  0.095
H28 11.63409 10.25467 15.51953  0.526
H29 16.98267 14.24733 9.59385  -0.004
H30 18.73934 15.35270 14.07529  0.063
H31 12.05267 9.58272 13.91086  0.384
H32 13.39218 10.74121 7.18449  0.349
H33 12.72966 9.61499 8.35436  0.266
H34 13.73809 16.20499 8.02350  0.229
H35 17.96446 15.66258 9.98059  0.365
H36 10.16347 13.93175 11.90967  0.188
C12 10.26728 15.68737 14.93938  -1.832
H37 15.47023 16.97796 16.26036  0.248
H38 13.79808 19.13853 8.64454  0.358
H39 12.13986 12.13480 12.01750  -0.214
C13 13.61319 9.85951 7.78400  -1.508
H40 18.49149 10.13647 15.29660  0.271
C14 9.84225 14.59434 12.69736  -1.580
H41 11.20596 11.05665 13.95686  0.089
C15 12.67571 11.80851 11.09592  -1.073
C16 16.53062 16.65111 16.22037  -0.748
H42 19.91009 12.09373 14.74701  0.422
H43 16.17160 14.49894 17.81471  0.074
O5 14.14269 10.11267 15.07550  -0.731
H44 10.18547 12.95537 7.02130  0.380
C17 18.94535 13.76443 10.20566  0.276
C18 16.93319 16.47664 17.71544  0.307
C19 15.95751 15.43403 18.29801  -1.056
H45 14.65846 12.81752 12.67613  -0.063
H46 9.17423 12.78039 9.98406  -0.027
H47 17.26480 11.75743 13.03133  -0.669
C20 19.57454 15.45184 13.36496  -0.502
H48 16.65699 16.48371 13.64316  0.397
H49 13.89283 16.94119 11.29008  0.120
N2 18.71484 12.35660 9.84250  -0.487
H50 14.94011 15.72957 18.00161  0.293
H51 7.23180 7.87251 11.78642  0.364
H52 9.39519 15.30806 15.45214  0.444
H53 15.41215 12.04407 11.32053  0.330
H54 10.17187 10.25348 12.08594  -0.002
H55 18.17031 14.75730 8.43965  0.547
H56 15.58725 17.77631 9.85055  0.186
H57 16.02272 15.33236 19.38521  0.400
H58 7.77144 9.39321 12.59761  0.343
H59 20.07467 16.41526 13.45825  0.265
H60 18.42216 12.27714 8.89356  0.177
C21 14.88195 8.92054 9.82670  -1.368
H61 7.51532 15.08622 7.84864  0.320
C22 14.67089 17.29105 9.53788  0.641
H62 16.09608 10.59434 7.38290  0.360
H63 14.30712 12.72658 15.74474  0.009
H64 19.46512 13.30847 12.23105  0.348
O6 9.62202 7.28128 10.80702  -0.558
H65 20.27392 14.68674 13.73138  0.327
H66 17.12627 17.42321 15.71099  0.289
C23 10.74143 14.67615 13.93337  1.556
H67 18.31852 10.42432 12.83671  0.391
H68 17.72435 13.86598 12.01053  -0.787
O7 16.00524 9.90568 8.05357  -0.639
C24 16.24583 15.61698 14.17599  -0.869
C25 8.51651 13.08960 9.13498  -0.969
H69 11.96804 11.72297 10.27806  0.568
H70 8.81622 14.32723 12.97089  0.518
H71 11.01201 15.84502 15.74918  0.360
H72 9.51766 15.05731 9.08847  0.020
H73 15.66596 9.11935 10.58435  0.197
C26 17.50639 10.82693 13.49535  -0.195
C27 7.92668 8.74359 11.74184  -1.330
O8 16.76633 11.12503 15.76644  -0.576
H74 10.73070 14.69053 6.99298  0.346
H75 17.55280 18.36513 18.03265  0.260
C28 10.41344 13.84176 7.61234  -1.090
O9 12.05099 15.09978 13.57059  -0.467
C29 18.89257 12.23549 15.13338  -1.116
H76 15.39886 15.58648 8.49794  0.077
H77 18.35104 13.05494 14.65829  0.051
H78 14.74849 10.96525 9.22057  -0.850
H79 13.17253 10.87995 11.32889  0.437
H80 9.24425 6.42498 11.01690  0.321
C30 10.38225 9.42099 11.39949  -0.412
O10 16.70068 15.45407 15.47574  0.098
H81 13.37680 14.91437 10.66601  0.120
H82 15.96106 18.11402 18.39589  0.237
C31 17.95245 14.67653 9.49420  -1.250
C32 13.32373 11.12479 14.55944  2.694
H83 13.40725 18.87427 10.36946  0.427
H84 19.94435 14.03790 9.89700  0.368
H85 13.84800 8.99794 7.16774  0.423
H86 13.61049 11.42868 13.55411  -1.215

Atoms 1-2, force components in eV/Å:
0.057 -0.001 -0.055
-0.367 0.121 -0.603

5.
A single C5H12N2O molecule at a distorted geometry. Source: the OMol25 dataset; level of theory: ωB97M-V/def2-TZVPD.

- Charge: 0
- Structure (SMILES): CC[C@@H](N)CNC=O

Each line ends with the natural charge from an NBO analysis.
Atoms and positions in Å:
H1 -1.79125 0.88021 1.33090  0.357
H2 -2.34575 -1.48255 0.04157  0.197
C1 -0.28900 -0.89503 0.29467  -0.428
N1 1.78177 0.86705 -0.75769  -0.622
H3 -2.65244 0.84224 -0.04868  0.359
H4 3.48208 -0.16340 -0.30376  0.106
H5 -1.50822 -2.54042 1.16911  0.216
H6 0.58954 -1.30119 -0.21066  0.206
C2 0.48802 1.44742 -0.38529  -0.226
H7 0.09277 -0.74028 1.30930  0.214
C3 -1.39383 -1.98144 0.24722  -0.611
O1 2.58452 0.62481 1.35058  -0.615
N2 -1.76879 1.13598 0.34897  -0.834
C4 -0.66926 0.42617 -0.32611  -0.055
C5 2.66296 0.41426 0.16075  0.527
H8 1.99458 0.75114 -1.73233  0.393
H9 0.30538 2.19126 -1.14886  0.204
H10 -0.99506 0.26164 -1.35803  0.175
H11 -1.11434 -2.63047 -0.58046  0.208
H12 0.54631 1.89261 0.59878  0.229

Atoms 1-2, force components in eV/Å:
0.026 0.103 0.013
-0.055 -0.345 -0.062

6.
A molecular structure, C38H39N3O5Pb. Source: the OMol25 dataset; level of theory: ωB97M-V/def2-TZVPD.

- Charge: 0

Each line ends with the Mulliken charge.
Atoms and positions in Å:
H1 1.24736 2.73650 -3.86808  0.373
C1 2.00553 -2.59062 -5.58676  -0.776
C2 0.29211 -2.79326 -3.97287  1.246
C3 -1.66317 -1.80573 -0.36364  1.499
H2 -3.50587 4.84354 0.85728  0.423
H3 0.37058 -2.92427 3.51391  0.350
H4 4.77073 1.96879 4.76813  0.443
H5 4.16939 -2.86603 -0.03267  0.490
H6 -5.41472 3.42833 1.52348  0.410
Pb1 0.44210 0.22781 0.87468  1.947
C4 0.30105 -3.59003 1.47144  0.766
C5 4.07446 0.39293 3.48952  -0.740
H7 -0.36117 2.01303 -4.00594  0.340
H8 -3.56254 -0.09803 3.90978  0.470
C6 1.35575 -2.84814 0.91773  0.060
C7 -0.21591 3.56208 -2.48368  2.122
H9 0.28728 5.32178 -1.30288  0.268
C8 -4.40114 3.10199 1.72180  -1.000
H10 -1.03517 -3.92268 3.11357  0.459
H11 -1.86805 0.34407 4.17553  0.259
O1 0.78309 -3.17920 -5.16243  -0.482
C9 -2.64162 0.21561 3.41716  -1.309
N1 1.99359 0.80721 2.49560  0.111
H12 3.19633 -1.58023 -0.75201  0.236
C10 1.80697 1.91725 3.18347  0.270
C11 0.54962 4.87298 -2.26356  -1.510
C12 -4.16615 1.91053 2.38546  -0.993
C13 0.40110 2.48077 3.12309  0.048
H13 0.26006 -6.14488 -0.76048  0.421
C14 2.80604 2.38433 4.01740  -0.696
C15 3.96566 1.62474 4.12979  -0.286
H14 3.56535 -3.03527 -1.69129  0.429
H15 -2.44092 -3.56722 -2.16816  0.424
H16 2.64396 3.29423 4.57896  0.552
O2 0.14952 3.46388 3.80933  -0.710
H17 -2.78097 -3.61659 -0.01266  0.474
H18 -1.25624 5.19663 0.52093  0.500
H19 -0.89841 -5.34937 1.28491  0.412
H20 -3.72472 -2.30075 -0.73471  0.477
C16 3.32643 -2.66168 -0.69501  -1.968
C17 -0.94508 -2.12477 -1.53395  -0.133
C18 2.09218 -3.34102 -0.17205  1.423
C19 -0.89813 4.44214 1.22408  -1.714
H21 -2.28352 2.89812 -2.60793  0.355
H22 2.20616 -4.89557 -1.62745  0.394
H23 -1.99676 4.53286 -3.23661  0.439
C20 -0.36790 -3.14551 2.74097  -1.571
C21 0.17658 2.94759 -3.83594  -1.763
C22 0.57455 -5.22814 -0.27591  -1.242
H24 -0.06713 3.64361 -4.64414  0.432
C23 -3.32872 3.88948 1.34338  -0.609
C24 -0.92996 -3.42122 -3.60706  -1.034
H25 4.91429 -0.27171 3.63316  0.558
C25 0.40315 1.80986 -0.55283  -2.231
H26 -0.95798 -2.24246 2.59430  0.196
H27 2.81335 -2.82198 -4.88920  0.294
C26 -1.78754 2.25757 2.19640  -0.339
C27 -1.50602 -3.08959 -2.43080  -1.517
C28 0.12052 2.61033 -1.41237  0.675
H28 2.22656 -3.02286 -6.55730  0.254
H29 -3.26212 -2.21320 0.97263  0.252
C29 2.84818 -1.38606 2.08954  0.151
C30 0.32322 -1.53471 -1.88972  0.216
H30 1.62787 4.69957 -2.28012  0.380
C31 -1.72787 3.82407 -2.44870  -1.392
C32 0.89453 -1.88148 -3.15025  -0.062
C33 -2.86779 1.48048 2.63841  1.281
O3 0.98666 -0.73728 -1.14056  -0.449
H31 -2.03009 4.23809 -1.48475  0.213
C34 -2.01369 3.49953 1.58400  1.060
H32 -0.05502 3.91884 0.77277  0.028
H33 -1.36876 -4.14442 -4.28209  0.467
N2 1.63997 -1.57383 1.48861  0.737
O4 3.71112 -2.22454 2.28099  -0.690
H34 0.29934 5.58150 -3.05784  0.401
H35 1.90614 -1.50735 -5.68074  0.315
N3 -0.45610 1.75649 2.36961  0.354
C35 -2.93823 -2.53637 -0.01347  -2.246
H36 1.83411 -1.40524 -3.39452  0.456
H37 -0.53260 4.94750 2.11788  0.521
H38 -4.99760 1.30636 2.73155  0.396
C36 -0.08475 -4.77406 0.85670  -0.706
C37 3.03068 0.00316 2.67457  0.167
C38 1.66495 -4.52320 -0.76473  -0.608
H39 -2.33351 -0.59245 2.75563  0.008
O5 -1.38450 -0.88316 0.47976  0.073

Atoms 1-2, force components in eV/Å:
-0.046 0.014 0.001
-0.039 -0.030 -0.002

Sequential LUMO level output: 0.14; 0.47; 0.24; 0.48; 0.85; -0.68 eV